{
  "formula": "C2H2N4O",
  "method": "wB97M-V/def2-TZVPD",
  "homo_energy_ev": -9.414,
  "species": ["C", "C", "N", "N", "N", "N", "O", "H", "H"],
  "positions_angstrom": [[-0.2893, -2.0834, 0.3490], [0.3616, 0.7688, -0.0849], [-0.6327, -3.0889, -0.0972], [1.3388, 0.6959, 0.7053], [-0.0890, -0.8867, 0.7977], [-0.3629, 1.5510, -0.8256], [1.2213, -0.4904, 1.3083], [-0.9180, 2.2852, -0.4010], [-0.6300, 1.2484, -1.7516]]
}